Below is a molecular structure, C38H36AsBBr4Cl3F6N11O3STl in a non-equilibrium geometry, with properties calculated with wB97M-V/def2-TZVPD.

For the orbital gap (alpha / beta), the calculation gives 5.36 / 5.74 eV. Its spin multiplicity is 2. Its largest force on an atom is 0.04323 hartree/bohr. The lowest unoccupied orbital energy (alpha / beta) is 2.996 / 2.996 eV. The total charge is -2. As for the energy: -473618.4044 eV.

Cartesian coordinates (Å):
Tl  1.09  -0.51  -0.94
C  5.65  0.22  -0.98
C  4.51  0.13  -1.79
N  3.74  -0.86  -1.38
N  4.33  -1.42  -0.33
C  5.49  -0.79  -0.06
B  3.78  -2.65  0.42
N  2.77  -2.24  1.52
C  3.07  -1.95  2.79
C  1.89  -1.74  3.47
C  0.91  -1.92  2.50
N  1.46  -2.22  1.33
N  3.05  -3.57  -0.56
C  3.27  -4.89  -0.70
C  2.38  -5.38  -1.63
C  1.64  -4.25  -2.01
N  2.07  -3.18  -1.36
H  6.46  0.93  -1.05
H  4.23  0.73  -2.64
H  6.12  -1.10  0.75
H  4.69  -3.24  0.92
H  4.08  -1.92  3.14
H  1.75  -1.47  4.50
H  -0.17  -1.89  2.61
H  4.03  -5.39  -0.14
H  2.27  -6.39  -1.98
H  0.84  -4.18  -2.72
Br  2.56  6.74  1.62
C  2.62  4.87  1.39
C  3.27  4.09  2.36
Br  4.05  4.91  3.87
C  3.28  2.72  2.22
Br  4.15  1.62  3.49
C  2.72  2.03  1.10
O  2.72  0.79  1.02
C  2.08  2.87  0.04
O  1.58  2.36  -0.97
C  2.03  4.28  0.30
Br  1.14  5.34  -0.99
F  1.34  0.99  -3.40
As  1.35  2.30  -4.53
F  0.02  3.12  -3.76
F  2.52  3.25  -3.67
F  1.36  3.52  -5.84
F  2.68  1.47  -5.40
F  0.17  1.38  -5.52
C  0.91  -2.83  -6.39
C  1.58  -1.79  -5.50
N  1.09  -1.96  -4.15
C  -0.21  -2.21  -3.87
N  -0.66  -1.90  -2.71
C  -1.95  -2.32  -2.27
C  -2.45  -3.54  -3.04
C  -2.30  -3.23  -4.53
N  -0.92  -2.95  -4.82
C  -0.60  -2.72  -6.21
H  1.24  -3.83  -6.10
H  1.18  -2.67  -7.44
H  1.35  -0.78  -5.88
H  2.66  -1.92  -5.49
H  1.56  -1.43  -3.43
H  -2.67  -1.49  -2.37
H  -1.87  -2.55  -1.20
H  -3.50  -3.77  -2.81
H  -1.83  -4.41  -2.79
H  -2.95  -2.38  -4.79
H  -2.61  -4.09  -5.14
H  -0.94  -1.72  -6.54
H  -1.12  -3.47  -6.81
Cl  -5.81  1.41  9.20
C  -5.04  1.39  7.66
C  -5.72  1.86  6.55
C  -5.08  1.85  5.33
C  -3.79  1.37  5.18
C  -3.14  1.42  3.81
C  -2.97  0.00  3.22
N  -2.77  0.10  1.80
C  -3.73  0.27  0.85
C  -3.07  0.47  -0.33
N  -1.73  0.43  -0.11
C  -1.58  0.22  1.16
O  -1.87  2.03  3.85
C  -1.84  3.40  3.49
C  -2.15  3.62  2.03
C  -3.33  4.06  1.52
Cl  -4.71  4.54  2.41
S  -3.32  4.15  -0.21
C  -1.71  3.56  -0.25
C  -1.23  3.32  0.99
C  -3.13  0.88  6.31
Cl  -1.53  0.27  6.21
C  -3.75  0.90  7.55
H  -6.73  2.23  6.64
H  -5.60  2.24  4.46
H  -3.80  1.99  3.15
H  -3.86  -0.59  3.43
H  -2.09  -0.46  3.67
H  -4.78  0.22  1.07
H  -3.47  0.66  -1.30
H  -0.64  0.14  1.66
H  -0.82  3.71  3.69
H  -2.54  3.97  4.12
H  -1.22  3.41  -1.20
H  -0.25  2.92  1.18
H  -3.23  0.52  8.42

Atom charges from the Mulliken analysis, given in e for atoms 1 to 99: number 1, Tl, carries 0.507; number 2, C, carries -1.319; number 3, C, carries -0.262; number 4, N, carries 0.092; number 5, N, carries 0.420; number 6, C, carries -0.278; number 7, B, carries -0.063; number 8, N, carries 0.594; number 9, C, carries -0.193; number 10, C, carries -1.091; number 11, C, carries -0.654; number 12, N, carries -0.529; number 13, N, carries -0.729; number 14, C, carries -0.289; number 15, C, carries -1.495; number 16, C, carries -0.167; number 17, N, carries 1.205; number 18, H, carries 0.420; number 19, H, carries 0.456; number 20, H, carries 0.451; number 21, H, carries -0.237; number 22, H, carries 0.515; number 23, H, carries 0.398; number 24, H, carries 0.845; number 25, H, carries 0.424; number 26, H, carries 0.412; number 27, H, carries 0.378; number 28, Br, carries -0.206; number 29, C, carries -0.021; number 30, C, carries 0.356; number 31, Br, carries -0.219; number 32, C, carries -0.175; number 33, Br, carries -0.173; number 34, C, carries -0.344; number 35, O, carries 0.351; number 36, C, carries -0.501; number 37, O, carries -0.173; number 38, C, carries 0.391; number 39, Br, carries -0.090; number 40, F, carries -0.251; number 41, As, carries 2.009; number 42, F, carries -0.457; number 43, F, carries -0.460; number 44, F, carries -0.548; number 45, F, carries -0.544; number 46, F, carries -0.536; number 47, C, carries -0.807; number 48, C, carries -0.521; number 49, N, carries 0.675; number 50, C, carries -0.556; number 51, N, carries 0.450; number 52, C, carries -0.498; number 53, C, carries -0.637; number 54, C, carries -0.756; number 55, N, carries 0.294; number 56, C, carries -0.670; number 57, H, carries 0.310; number 58, H, carries 0.417; number 59, H, carries 0.246; number 60, H, carries 0.320; number 61, H, carries -0.613; number 62, H, carries 0.134; number 63, H, carries 0.093; number 64, H, carries 0.436; number 65, H, carries 0.261; number 66, H, carries 0.298; number 67, H, carries 0.395; number 68, H, carries 0.317; number 69, H, carries 0.415; number 70, Cl, carries -0.237; number 71, C, carries 0.479; number 72, C, carries -0.952; number 73, C, carries -0.217; number 74, C, carries -0.454; number 75, C, carries 0.713; number 76, C, carries -1.280; number 77, N, carries 0.482; number 78, C, carries -0.437; number 79, C, carries -1.381; number 80, N, carries 0.409; number 81, C, carries -1.154; number 82, O, carries -0.134; number 83, C, carries -0.941; number 84, C, carries -1.063; number 85, C, carries 0.689; number 86, Cl, carries -0.250; number 87, S, carries -0.322; number 88, C, carries -0.410; number 89, C, carries 0.090; number 90, C, carries 0.969; number 91, Cl, carries -0.161; number 92, C, carries -0.840; number 93, H, carries 0.420; number 94, H, carries 0.372; number 95, H, carries 0.051; number 96, H, carries 0.235; number 97, H, carries 0.337; number 98, H, carries 0.540; number 99, H, carries 0.592



Below is 4 unconnected molecules or ions with the total composition C18H39ClFN2O4PSi, with properties calculated with wB97M-V/def2-TZVPD.

For the orbital gap, the calculation gives 9.03 eV. Its largest force on an atom is 0.01712 hartree/bohr. The lowest unoccupied orbital energy is 0.504 eV. As for the energy: -62876.9332 eV.

Cartesian coordinates (Å):
C  3.49  -1.63  1.74
C  3.18  -0.69  2.89
C  4.03  -0.88  4.12
N  2.23  0.15  2.86
Si  1.61  1.28  1.77
C  0.02  2.02  2.46
C  -0.51  1.37  3.74
F  -0.91  2.35  4.65
C  1.26  0.68  0.03
C  0.17  -0.41  0.02
C  0.17  -1.31  -1.23
C  0.62  -2.76  -0.99
N  -0.11  -3.45  0.07
P  3.09  3.05  1.60
O  3.04  3.29  -0.03
Cl  4.87  1.96  1.84
H  4.26  -1.18  1.11
H  3.87  -2.58  2.11
H  2.60  -1.80  1.14
H  5.07  -1.05  3.85
H  3.69  -1.76  4.67
H  3.94  -0.01  4.78
H  -0.74  1.98  1.68
H  0.18  3.08  2.68
H  0.24  0.76  4.24
H  -1.39  0.76  3.54
H  2.16  0.31  -0.48
H  0.90  1.54  -0.56
H  -0.81  0.08  0.08
H  0.25  -1.03  0.93
H  -0.84  -1.32  -1.65
H  0.83  -0.88  -1.98
H  0.48  -3.30  -1.93
H  1.69  -2.79  -0.79
H  0.47  -3.69  0.86
H  -0.89  -2.91  0.42
H  3.00  2.48  -0.55
C  -4.76  -0.82  -0.14
C  -4.07  -0.98  -1.47
O  -2.97  -0.50  -1.68
C  -4.80  -1.78  -2.52
H  -4.14  -0.23  0.53
H  -5.72  -0.33  -0.27
H  -4.96  -1.80  0.29
H  -5.77  -1.33  -2.74
H  -4.97  -2.79  -2.15
H  -4.20  -1.83  -3.42
C  -2.98  -6.08  -4.16
C  -3.48  -5.29  -2.97
O  -4.65  -5.06  -2.80
C  -2.43  -4.80  -2.00
H  -3.82  -6.37  -4.78
H  -2.28  -5.47  -4.74
H  -2.44  -6.96  -3.82
H  -1.72  -4.15  -2.52
H  -1.86  -5.63  -1.59
H  -2.89  -4.25  -1.19
C  2.15  8.75  -0.74
C  1.36  7.51  -0.39
O  0.19  7.57  -0.09
C  2.09  6.20  -0.46
H  1.52  9.63  -0.66
H  3.01  8.84  -0.06
H  2.55  8.67  -1.75
H  2.94  6.20  0.23
H  2.48  6.03  -1.46
H  1.42  5.38  -0.19

Okay, here come the Mulliken numbers, in e, for every atom: number 1, C, carries -0.519; number 2, C, carries 0.555; number 3, C, carries -1.411; number 4, N, carries -0.036; number 5, Si, carries 0.006; number 6, C, carries -0.717; number 7, C, carries -0.245; number 8, F, carries -0.359; number 9, C, carries -0.896; number 10, C, carries -0.623; number 11, C, carries -0.443; number 12, C, carries -0.865; number 13, N, carries -0.457; number 14, P, carries 0.085; number 15, O, carries -0.405; number 16, Cl, carries -0.312; number 17, H, carries 0.257; number 18, H, carries 0.450; number 19, H, carries -0.275; number 20, H, carries 0.376; number 21, H, carries 0.351; number 22, H, carries 0.321; number 23, H, carries 0.381; number 24, H, carries 0.551; number 25, H, carries 0.181; number 26, H, carries 0.205; number 27, H, carries 0.624; number 28, H, carries 0.613; number 29, H, carries 0.366; number 30, H, carries 0.394; number 31, H, carries -0.010; number 32, H, carries 0.446; number 33, H, carries 0.351; number 34, H, carries 0.303; number 35, H, carries 0.246; number 36, H, carries 0.244; number 37, H, carries 0.330; number 38, C, carries -1.193; number 39, C, carries 0.885; number 40, O, carries -0.558; number 41, C, carries -1.050; number 42, H, carries 0.273; number 43, H, carries 0.379; number 44, H, carries 0.329; number 45, H, carries 0.434; number 46, H, carries 0.199; number 47, H, carries 0.259; number 48, C, carries -1.228; number 49, C, carries 0.749; number 50, O, carries -0.563; number 51, C, carries -0.771; number 52, H, carries 0.330; number 53, H, carries 0.317; number 54, H, carries 0.344; number 55, H, carries 0.152; number 56, H, carries 0.484; number 57, H, carries 0.169; number 58, C, carries -1.104; number 59, C, carries 0.734; number 60, O, carries -0.555; number 61, C, carries -0.810; number 62, H, carries 0.307; number 63, H, carries 0.313; number 64, H, carries 0.313; number 65, H, carries 0.303; number 66, H, carries 0.328; number 67, H, carries 0.162



Below is a molecular structure, C26H39FeN5O9SSbSe, with properties calculated with wB97M-V/def2-TZVPD.

For the orbital gap (alpha / beta), the calculation gives 6.90 / 6.90 eV. Its spin multiplicity is 6. Its largest force on an atom is 0.01060 hartree/bohr. The lowest unoccupied orbital energy (alpha / beta) is 4.278 / 4.228 eV. The total charge is -2. As for the energy: -170582.3587 eV.

Cartesian coordinates (Å):
Fe  -1.11  -0.10  -0.19
N  -4.52  2.37  0.25
C  -3.66  1.38  0.63
S  -2.03  1.84  1.06
N  -4.10  0.15  0.66
N  -3.04  -0.72  0.81
C  -3.30  -1.90  1.22
C  -2.29  -2.95  1.33
C  -2.69  -4.27  1.45
C  -1.78  -5.31  1.50
C  -0.42  -5.01  1.41
C  0.01  -3.70  1.29
C  -0.90  -2.63  1.27
O  -0.49  -1.39  1.21
H  -4.01  3.08  -0.27
H  -5.25  1.98  -0.34
H  -4.34  -2.15  1.46
H  -3.76  -4.49  1.51
H  -2.11  -6.34  1.59
H  0.31  -5.81  1.41
H  1.06  -3.46  1.20
C  -4.31  -2.03  -1.79
C  -2.90  -2.39  -2.08
N  -1.82  -1.80  -1.61
C  -0.75  -2.41  -2.20
C  -1.17  -3.40  -3.03
N  -2.54  -3.37  -2.94
C  -0.52  -4.41  -3.91
O  0.79  -4.38  -3.96
O  -1.21  -5.20  -4.53
C  0.61  -1.86  -1.96
O  1.59  -2.43  -2.49
O  0.66  -0.83  -1.23
H  -4.36  -1.00  -1.46
H  -4.73  -2.69  -1.02
H  -4.91  -2.12  -2.69
H  -3.15  -3.98  -3.47
H  1.17  -3.63  -3.36
O  -2.66  3.33  -1.95
Se  -2.58  1.87  -2.70
O  -4.01  1.08  -2.61
O  -1.48  0.91  -1.80
O  -1.95  1.96  -4.19
C  4.48  0.97  1.44
C  3.19  0.22  1.13
C  3.50  -0.71  -0.04
C  2.82  -0.64  2.34
Sb  1.33  1.38  0.70
C  1.25  2.73  2.48
C  0.49  4.02  2.17
C  2.57  3.14  3.12
C  0.46  1.94  3.53
C  1.81  2.68  -1.02
C  0.67  3.68  -1.22
C  3.13  3.43  -0.86
C  1.87  1.81  -2.27
H  5.26  0.22  1.62
H  4.43  1.59  2.33
H  4.81  1.59  0.62
H  4.31  -1.39  0.26
H  3.85  -0.15  -0.92
H  2.65  -1.31  -0.35
H  3.62  -1.37  2.54
H  1.89  -1.19  2.18
H  2.69  -0.04  3.24
H  1.13  4.74  1.66
H  0.18  4.48  3.12
H  -0.41  3.86  1.58
H  3.28  3.58  2.42
H  3.06  2.30  3.62
H  2.37  3.89  3.90
H  -0.56  1.72  3.20
H  0.40  2.53  4.46
H  0.94  0.99  3.78
H  0.67  4.48  -0.48
H  -0.32  3.21  -1.22
H  0.79  4.14  -2.20
H  3.22  3.97  0.09
H  3.22  4.17  -1.67
H  3.98  2.75  -0.95
H  0.89  1.37  -2.49
H  2.59  1.00  -2.20
H  2.14  2.45  -3.12

Okay, here come the Mulliken numbers, in e, for every atom: number 1, Fe, carries 3.614; number 2, N, carries -0.587; number 3, C, carries -0.060; number 4, S, carries -0.463; number 5, N, carries -1.402; number 6, N, carries 0.756; number 7, C, carries -1.211; number 8, C, carries 1.308; number 9, C, carries -0.536; number 10, C, carries -0.737; number 11, C, carries -0.625; number 12, C, carries -0.454; number 13, C, carries 0.158; number 14, O, carries -0.473; number 15, H, carries 0.330; number 16, H, carries 0.372; number 17, H, carries 0.321; number 18, H, carries 0.358; number 19, H, carries 0.369; number 20, H, carries 0.389; number 21, H, carries 0.357; number 22, C, carries -1.194; number 23, C, carries -0.158; number 24, N, carries 0.772; number 25, C, carries -0.392; number 26, C, carries -0.039; number 27, N, carries -0.040; number 28, C, carries 0.475; number 29, O, carries -0.597; number 30, O, carries -0.704; number 31, C, carries 0.890; number 32, O, carries -0.979; number 33, O, carries 0.635; number 34, H, carries 0.038; number 35, H, carries 0.157; number 36, H, carries 0.504; number 37, H, carries 0.246; number 38, H, carries 0.460; number 39, O, carries -0.757; number 40, Se, carries 0.889; number 41, O, carries -0.659; number 42, O, carries -0.533; number 43, O, carries -0.780; number 44, C, carries -1.703; number 45, C, carries 2.166; number 46, C, carries -1.873; number 47, C, carries -1.997; number 48, Sb, carries -1.043; number 49, C, carries 2.240; number 50, C, carries -1.902; number 51, C, carries -2.060; number 52, C, carries -1.595; number 53, C, carries 2.091; number 54, C, carries -1.704; number 55, C, carries -1.821; number 56, C, carries -1.816; number 57, H, carries 0.514; number 58, H, carries 0.269; number 59, H, carries 0.202; number 60, H, carries 0.552; number 61, H, carries 0.237; number 62, H, carries 0.082; number 63, H, carries 0.481; number 64, H, carries 0.205; number 65, H, carries 0.221; number 66, H, carries 0.339; number 67, H, carries 0.559; number 68, H, carries 0.291; number 69, H, carries 0.307; number 70, H, carries 0.337; number 71, H, carries 0.511; number 72, H, carries 0.214; number 73, H, carries 0.529; number 74, H, carries 0.233; number 75, H, carries 0.237; number 76, H, carries 0.198; number 77, H, carries 0.544; number 78, H, carries 0.175; number 79, H, carries 0.531; number 80, H, carries 0.283; number 81, H, carries 0.026; number 82, H, carries 0.314; number 83, H, carries 0.604